(1)
81
Properties=species:S:1:pos:R:3:forces:R:3 method="wB97M-V/def2-TZVPD" e_lumo_ev="-4.5 / -4.5" homo_energy_ev="-11.852 / -11.977" charge=+1 molar_mass_g_mol=636.473 total_energy_ev=-85983.53013 relative_energy_kcal_mol=144.36 multiplicity=4 gap_ev="7.33 / 7.52"
V -1.900 -3.630 -0.719 -1.0 4.5 -1.4
C -0.373 0.206 0.666 -0.9 0.1 -0.4
C -1.683 -0.135 -0.080 0.4 -0.1 0.1
O -1.973 -1.489 -0.290 0.1 -3.1 0.0
H -0.387 1.273 0.889 0.0 0.1 -0.2
H 0.468 0.014 0.000 0.2 -0.3 0.4
H -0.325 -0.268 1.646 0.3 -0.4 -0.2
H -1.661 0.380 -1.040 0.1 0.1 -0.4
H -2.510 0.343 0.444 -0.3 -0.1 0.3
C 0.179 -4.010 -6.041 0.1 0.4 -0.2
O -0.739 -4.034 -4.938 -0.2 -0.3 2.3
C -0.725 -3.177 -3.911 0.0 0.4 -2.0
O -1.403 -3.420 -2.904 1.0 0.3 0.1
O -0.052 -2.053 -4.243 -0.7 -1.9 0.5
C -0.114 -0.932 -3.382 -0.3 1.2 0.6
H 1.210 -3.836 -5.734 -0.2 0.4 0.1
H -0.225 -3.251 -6.711 0.6 -0.2 -0.3
H 0.174 -5.010 -6.475 -0.4 0.2 0.0
H 0.449 -0.111 -3.826 0.4 -0.5 -0.2
H 0.273 -1.154 -2.387 -0.2 -0.1 0.0
H -1.127 -0.531 -3.353 -0.2 -0.4 0.3
C -5.471 -0.833 -1.833 0.3 0.4 0.8
O -5.189 -1.661 -2.996 2.0 -2.6 0.4
C -4.479 -2.869 -2.862 -2.0 -1.2 -0.1
O -4.117 -3.431 -1.785 0.2 1.7 -2.6
O -4.497 -3.502 -4.129 -1.0 4.7 2.4
C -4.212 -4.834 -4.353 0.7 -1.4 1.2
H -4.657 -0.801 -1.109 0.1 -0.6 -0.1
H -6.411 -1.084 -1.341 0.1 -0.7 -0.2
H -5.603 0.215 -2.100 0.2 -0.3 -1.0
H -3.899 -4.975 -5.387 0.3 0.3 0.3
H -5.075 -5.482 -4.199 -0.2 0.2 0.2
H -3.463 -5.059 -3.594 0.4 -0.9 -0.5
C -0.146 7.772 3.528 1.1 -1.1 -1.0
O -1.067 6.804 3.014 -0.7 -2.6 -1.6
C -0.702 5.827 2.057 -0.5 1.2 0.3
O 0.321 5.810 1.409 -1.1 -0.1 1.0
O -1.771 4.968 1.909 0.2 0.4 1.6
C -1.731 3.822 1.034 1.3 1.0 -1.3
H 0.065 8.505 2.749 -0.3 0.4 0.3
H 0.802 7.259 3.689 0.1 0.1 0.3
H -0.542 8.139 4.475 -0.1 0.1 -0.4
H -1.899 4.264 0.052 0.2 -0.4 -0.3
H -2.446 3.007 1.138 -0.6 0.8 1.1
H -0.771 3.306 1.055 0.2 0.5 0.0
C -1.906 -1.716 3.749 -0.4 1.1 0.6
O -1.209 -2.847 4.197 1.4 -0.9 0.3
C -0.328 -2.799 5.250 -0.7 3.4 1.4
O -0.039 -1.793 5.934 -0.7 -3.0 -2.3
O 0.058 -4.032 5.424 -1.3 -1.0 -1.3
C 0.988 -4.439 6.352 2.1 -0.1 1.2
H -2.100 -1.734 2.677 0.3 -0.5 0.0
H -1.358 -0.797 3.961 0.0 0.0 0.2
H -2.865 -1.709 4.266 -0.1 0.3 0.0
H 0.656 -4.494 7.389 -0.4 0.6 -0.1
H 1.865 -3.802 6.244 0.1 0.1 0.5
H 1.327 -5.455 6.152 -0.4 0.0 -0.6
C 1.791 3.098 0.443 -0.1 0.3 -0.5
O 3.180 3.428 0.393 0.5 -0.3 -0.7
C 3.854 3.573 -0.774 0.1 1.6 -0.9
O 3.460 3.536 -1.947 0.5 -0.4 2.9
O 5.101 3.969 -0.381 -0.7 -0.7 -0.6
C 5.938 4.696 -1.313 -0.3 -1.0 -0.3
H 1.649 2.123 0.909 0.3 -0.1 -0.3
H 1.387 3.184 -0.566 -0.2 -0.4 0.0
H 1.260 3.836 1.045 0.5 0.1 0.0
H 5.443 5.651 -1.491 0.7 0.2 0.1
H 6.114 4.201 -2.268 -0.8 -0.3 -0.1
H 6.942 4.643 -0.893 -0.3 0.9 0.5
C 2.882 0.190 -1.543 0.3 0.0 -1.1
O 3.333 0.072 -0.207 -0.2 0.3 0.8
C 3.158 -1.027 0.504 0.2 -2.6 1.0
O 2.750 -2.127 0.070 0.8 3.1 1.6
O 3.636 -0.725 1.805 -0.9 -0.5 -1.2
C 3.571 -1.717 2.880 -1.0 -1.4 -1.3
H 1.934 0.718 -1.647 -0.2 -0.1 0.6
H 2.830 -0.758 -2.079 0.1 -0.1 0.3
H 3.598 0.838 -2.049 0.1 -0.1 0.1
H 4.169 -2.590 2.620 0.5 0.3 0.1
H 2.576 -2.155 2.962 -0.4 0.3 -0.4
H 3.758 -1.384 3.901 0.6 1.0 -0.7


(2)
90
Properties=species:S:1:pos:R:3:forces:R:3 method="wB97M-V/def2-TZVPD" e_lumo_ev=-5.3 homo_energy_ev=-6.822 molar_mass_g_mol=1004.507 total_energy_ev=-208448.22018 multiplicity=1 gap_ev=1.50
C -0.400 -3.560 0.391 0.4 0.0 -0.1
C 0.858 -2.701 0.068 0.2 -0.4 0.6
C 1.242 -2.764 -1.421 -0.5 0.0 1.3
Br -0.083 -1.782 -2.459 -0.2 0.0 -0.6
S 2.882 -1.986 -1.815 -0.4 -0.7 -0.4
I 4.620 -3.691 -1.665 -0.1 0.1 0.2
P 3.382 -0.446 -0.335 0.7 3.1 -0.8
S 3.631 1.182 -1.359 -0.2 -0.7 0.3
H -0.336 -3.908 1.437 -0.1 0.3 -0.4
H -0.427 -4.470 -0.230 -0.2 0.4 0.1
H -1.326 -2.988 0.243 0.3 -0.4 0.0
H 1.676 -3.107 0.701 0.0 0.2 -0.5
H 0.695 -1.662 0.392 -0.1 -0.3 -0.3
H 1.335 -3.827 -1.689 0.0 0.5 -0.5
H 4.621 -0.764 0.275 -0.7 -0.9 0.2
H 2.341 -0.233 0.598 0.2 -1.0 0.1
O -0.819 -1.156 2.369 0.7 0.1 0.5
S -1.450 -0.041 3.018 -1.6 0.3 -0.4
O -0.712 1.159 3.287 0.5 -0.4 0.2
O -2.109 -0.556 4.400 0.1 0.0 -0.3
C -1.290 -1.278 5.310 0.2 0.0 0.3
C -0.382 -0.344 6.097 -1.6 1.3 1.0
C -2.947 0.359 2.186 0.0 0.0 0.0
H -0.715 -2.054 4.784 -0.4 -0.1 -0.1
H -1.956 -1.788 6.002 -0.1 0.0 -0.2
H 0.361 0.112 5.447 -3.5 2.4 1.9
H 0.147 -0.893 6.887 -0.2 0.1 0.1
H -0.954 0.464 6.549 -0.1 -0.2 0.1
H -3.521 -0.552 2.040 0.1 0.0 0.0
H -2.682 0.797 1.224 0.1 0.0 0.0
H -3.499 1.078 2.787 0.1 0.0 0.0
C -3.081 -6.942 -2.702 0.2 -0.1 0.0
C -4.098 -7.036 -1.576 -0.3 0.1 -0.1
C -3.515 -6.088 -0.544 0.1 0.0 0.2
O -2.806 -5.071 -1.273 0.0 -0.1 0.0
C -2.681 -5.476 -2.643 -0.2 0.2 -0.1
H -3.473 -7.236 -3.675 0.0 0.1 0.0
H -2.221 -7.575 -2.474 0.0 0.0 0.0
H -5.067 -6.661 -1.921 0.0 0.0 0.0
H -4.238 -8.043 -1.195 0.1 0.0 0.0
H -2.801 -6.599 0.102 -0.1 -0.1 0.0
H -4.281 -5.623 0.081 0.0 0.1 -0.1
H -3.356 -4.855 -3.241 0.1 0.0 -0.1
H -1.658 -5.304 -2.985 0.0 0.1 0.1
O -3.769 -9.094 0.849 2.7 0.7 -1.5
H -3.122 -9.822 0.896 -0.1 -0.3 0.2
F -1.944 -8.653 -0.213 -2.4 -0.7 1.5
C 1.257 2.839 5.271 0.2 0.0 0.0
C 0.559 4.071 5.804 -0.2 -0.1 -0.4
O 0.699 4.160 7.224 -0.1 0.1 0.0
C 1.884 4.618 7.645 0.0 -0.1 0.2
O 2.800 4.954 6.940 0.0 -0.1 -0.1
O 1.879 4.617 8.975 0.0 0.0 -0.1
C 3.121 5.014 9.565 0.3 0.1 0.3
H 0.914 1.941 5.794 -0.1 0.2 0.0
H 1.069 2.720 4.204 0.0 0.0 0.0
H 2.344 2.897 5.426 -0.6 0.1 0.1
H -0.510 4.007 5.602 0.0 0.0 0.2
H 0.925 4.976 5.321 0.1 0.0 0.1
H 3.457 5.971 9.170 0.0 -0.1 -0.1
H 3.876 4.246 9.398 0.0 0.1 -0.1
H 2.955 5.116 10.634 -0.2 -0.1 -0.1
C 0.936 1.669 -4.416 -0.1 -0.1 0.0
C 1.495 0.542 -5.291 0.1 0.0 0.1
C 0.663 0.504 -6.575 0.1 -0.5 0.1
S 0.061 2.178 -6.835 0.2 0.3 0.2
O -1.374 2.174 -6.708 0.0 0.0 -0.2
O 0.721 2.745 -7.980 -0.2 -0.1 -0.1
C 0.765 2.868 -5.341 0.1 -0.1 0.4
H 1.601 1.902 -3.582 0.0 0.0 0.0
H -0.033 1.369 -4.004 0.0 0.0 -0.1
H 2.541 0.754 -5.535 0.0 0.0 0.0
H 1.468 -0.420 -4.776 -0.1 0.0 0.0
H 1.259 0.203 -7.435 -0.1 0.1 -0.1
H -0.201 -0.153 -6.472 -0.1 0.1 0.1
H 0.105 3.631 -4.936 0.0 0.1 -0.2
H 1.730 3.307 -5.596 -0.1 0.1 -0.1
Be 4.165 2.730 4.655 0.7 -0.1 -0.2
B 1.686 6.657 -6.989 0.6 -0.7 -1.2
O 1.496 8.131 -6.939 -0.3 -0.2 0.6
C 0.842 8.424 -5.831 0.4 1.2 -0.9
O 0.528 9.533 -5.487 -0.1 -0.1 0.2
C 0.560 7.150 -5.074 -0.3 -1.3 0.7
O -0.018 7.062 -4.021 0.0 0.2 0.0
O 1.052 6.126 -5.750 -0.1 0.6 0.2
F 3.056 6.342 -7.000 -0.3 0.1 0.1
F 1.062 6.127 -8.117 0.1 0.2 0.4
K 1.470 -0.999 4.945 5.7 -3.5 -3.2
O -2.017 -0.586 -4.275 0.9 -0.2 0.6
H -2.916 -0.639 -4.615 -0.1 -0.1 0.1


(3)
68
Properties=species:S:1:pos:R:3:forces:R:3 method="wB97M-V/def2-TZVPD" e_lumo_ev="-11.4 / -11.6" homo_energy_ev="-15.011 / -15.010" charge=+3 molar_mass_g_mol=614.464 total_energy_ev=-58636.09040 relative_energy_kcal_mol=0.00 multiplicity=1 gap_ev="3.62 / 3.36"
Bi 0.125 -0.535 -0.810 0.4 1.9 -1.1
P 0.341 -2.908 -1.877 0.8 -1.2 -0.7
P 2.531 -0.212 0.277 1.6 -0.5 1.0
P -2.537 0.306 -1.297 -2.1 -0.3 0.0
H 1.744 3.556 -1.090 -0.3 0.3 0.3
C 0.696 3.760 -0.843 -0.1 -0.5 -0.4
C 0.253 4.021 0.386 0.0 -0.8 -0.4
H 0.924 3.986 1.242 -0.2 0.4 -0.1
C 1.078 -2.434 -3.471 -0.7 0.6 0.1
C 1.575 -3.976 -1.115 -0.3 -0.1 0.7
C -1.242 -3.738 -2.230 -0.2 0.1 0.4
C 2.904 1.351 1.113 -0.4 0.4 0.1
C 3.016 -1.449 1.513 0.2 -0.3 0.1
C 3.830 -0.322 -0.988 -0.2 0.0 -0.3
C -3.011 2.008 -0.871 0.3 0.0 0.5
C -3.960 -0.762 -0.873 0.2 0.1 0.4
C -2.645 0.390 -3.105 0.8 -0.2 0.0
H 0.030 3.696 -1.715 0.2 0.3 0.4
H -0.814 4.163 0.561 0.3 0.2 0.1
H 1.261 -3.299 -4.129 0.0 0.2 0.4
H 1.981 -1.791 -3.392 -0.6 -0.5 0.0
H 0.221 -1.871 -3.872 0.5 -0.1 -0.5
H 1.634 -4.909 -1.700 0.1 0.3 0.3
H 1.248 -4.170 -0.079 0.3 -0.3 -0.4
H 2.553 -3.458 -1.101 -0.5 -0.3 -0.1
H -1.063 -4.686 -2.764 0.0 0.3 0.2
H -1.919 -3.095 -2.825 0.5 -0.2 0.2
H -1.738 -3.940 -1.265 0.2 -0.1 -0.4
H 4.003 1.456 1.075 -0.5 0.1 0.1
H 2.561 1.284 2.156 0.2 0.0 -0.3
H 2.414 2.222 0.650 0.3 -0.4 0.1
H 4.109 -1.360 1.640 -0.4 -0.1 0.1
H 2.772 -2.466 1.177 0.2 0.2 0.1
H 2.493 -1.271 2.464 0.4 0.0 -0.4
H 4.786 -0.264 -0.441 -0.2 -0.1 -0.4
H 3.753 0.524 -1.688 0.1 -0.2 0.2
H 3.758 -1.262 -1.554 0.2 0.3 0.2
H -3.809 2.303 -1.568 0.2 0.0 0.3
H -2.158 2.698 -0.967 -0.3 -0.2 0.0
H -3.376 2.017 0.163 0.0 0.2 -0.3
H -4.819 -0.451 -1.492 0.2 -0.2 0.4
H -4.177 -0.642 0.200 -0.1 -0.2 -0.4
H -3.708 -1.816 -1.075 -0.2 0.4 0.0
H -3.668 0.683 -3.379 0.2 -0.1 0.2
H -2.377 -0.554 -3.601 -0.2 0.4 0.1
H -1.932 1.160 -3.422 -0.3 -0.3 0.0
C -0.817 0.611 -5.853 0.1 0.9 -1.5
C -0.245 0.168 -7.058 -0.3 0.9 0.5
C -0.275 1.028 -8.179 0.0 0.4 0.3
C -0.802 2.338 -8.050 -0.2 -0.2 0.0
C -1.563 2.700 -6.914 0.2 -1.5 -0.4
C -1.688 1.736 -5.879 0.8 0.6 0.2
O -0.394 0.025 -4.643 0.6 -0.9 0.2
H 0.508 -0.377 -4.735 -1.3 1.0 -0.7
H 0.240 -0.809 -7.020 0.1 0.3 -0.4
H 0.163 0.710 -9.141 -0.2 0.2 0.7
H -0.675 3.071 -8.865 -0.1 -0.6 0.5
H -2.064 3.688 -6.858 0.3 -1.0 0.0
H -2.412 1.932 -5.087 0.6 0.2 -0.1
C 0.331 0.255 5.351 0.9 0.6 0.2
C -0.591 -0.447 4.332 0.2 0.2 0.9
C -0.059 -0.623 2.990 -0.3 0.1 -2.0
N 0.185 -0.703 1.851 -1.0 0.0 1.5
H 1.384 -0.054 5.325 -0.4 -0.5 -0.1
H -0.029 0.096 6.374 -0.1 -0.1 -0.4
H 0.405 1.336 5.202 -0.4 -0.1 -0.1
H -0.847 -1.434 4.748 -0.1 0.2 -0.4
H -1.499 0.169 4.197 0.2 -0.5 0.1